Entry 1:
Here is a single C4H5N molecule from the Open Molecules 2025 dataset. Energies are from ωB97M-V/def2-TZVPD.

* HOMO-LUMO gap: 9.3 eV
* relative energy (zero: lowest compared OMol25 entry of this formula, charge and spin): 85.5 kcal per mole
* energy: -210.0274 Ha
* structure (SMILES): C/C=C1C=N/1

```
10
Properties=species:S:1:pos:R:3:forces:R:3
C -2.3222 -0.3539 0.0493 5.24 2.01 -0.50
C -0.8449 -0.2529 0.0064 -2.23 -1.06 -0.34
C 0.4402 -0.5635 -0.1278 -0.24 2.01 0.45
C 1.4559 0.5533 -0.0147 1.47 -3.23 -1.64
N -1.7999 0.8483 -0.0753 -1.09 -2.18 0.26
H -3.1496 -1.0079 0.0171 -1.17 0.06 0.13
H 0.9811 -1.4515 0.0920 -0.84 -1.42 -0.21
H 1.8663 0.3223 0.9240 0.78 0.76 1.60
H 1.0526 1.4683 -0.1558 -1.16 3.06 0.05
H 2.3205 0.4376 -0.7151 -0.76 -0.02 0.21
```
Forces are in eV/Å.

Here are the Löwdin charges for atoms 1 to 2, given in e: 0.013, -0.255


Entry 2:
Here is a single C2H2Cl2O molecule from the Open Molecules 2025 dataset. Energies are from ωB97M-V/def2-TZVPD.

* HOMO-LUMO gap: 10.4 eV
* relative energy (zero: lowest compared OMol25 entry of this formula, charge and spin): 19.9 kcal per mole
* energy: -1072.9928 Ha
* structure (SMILES): O=CC(Cl)Cl

```
7
Properties=species:S:1:pos:R:3:forces:R:3
C 0.2554 -0.3993 0.3525 0.44 -0.41 -1.27
C 1.3146 0.7789 0.2481 0.35 -0.74 3.95
H 0.6385 -1.2645 0.9395 0.21 0.79 -0.78
H 2.0897 0.5431 1.1419 -0.75 0.62 -1.97
O 1.2676 1.8220 -0.3140 -0.22 -0.78 -0.48
Cl -0.0574 -0.9212 -1.3444 0.08 -0.11 0.41
Cl -1.2537 -0.0278 1.1577 -0.12 0.63 0.15
```
Forces are in eV/Å.

Here are the Löwdin charges for atoms 1 to 2, given in e: -1.074, -0.357


Entry 3:
Here is 7 unconnected molecules or ions with the total composition BrH12O6 from the Open Molecules 2025 dataset. Energies are from ωB97M-V/def2-TZVPD.

* HOMO-LUMO gap: 9.2 eV
* net charge: -1
* relative energy (zero: lowest compared OMol25 entry of this formula, charge and spin): 6.3 kcal per mole
* energy: -3032.7817 Ha

```
19
Properties=species:S:1:pos:R:3:forces:R:3
Br -0.1486 -0.1458 -0.0579 -0.07 0.02 0.00
O 0.5111 -0.9502 -3.3433 0.06 0.08 -0.01
H 0.2940 -0.6399 -2.4471 -0.06 -0.08 -0.01
H 1.4150 -0.6461 -3.4724 -0.01 -0.02 0.05
O -1.5675 -3.3552 0.1836 0.03 -0.23 -0.09
H -1.8444 -2.7882 -0.5436 0.06 0.09 0.06
H -0.7517 -2.9354 0.4824 -0.11 0.15 0.01
O -1.3975 2.6787 1.3427 0.09 -0.24 0.07
H -2.1526 2.4807 1.9033 0.02 -0.02 -0.03
H -0.9975 1.8046 1.1485 -0.13 0.35 -0.09
O 1.6570 2.7468 -0.4858 -0.16 0.03 -0.10
H 1.2373 3.5634 -0.7716 -0.02 -0.02 0.05
H 0.9214 2.1126 -0.4191 0.22 -0.04 0.05
O -1.7982 -0.8521 2.8618 -0.01 0.21 -0.17
H -1.4633 -0.5500 1.9935 0.02 -0.25 0.24
H -2.4262 -0.1766 3.1325 0.02 -0.02 -0.03
O 3.2033 -0.6256 -0.5627 -0.13 0.09 -0.08
H 2.3503 -0.1682 -0.4411 0.23 -0.12 0.05
H 2.9580 -1.5536 -0.5035 -0.06 0.02 0.01
```
Forces are in eV/Å.

Here are the Löwdin charges for atoms 1 to 2, given in e: 0.118, -0.118


Entry 4:
Here is 7 unconnected molecules or ions with the total composition C7H27NO6 from the Open Molecules 2025 dataset. Energies are from ωB97M-V/def2-TZVPD.

* HOMO-LUMO gap: 8.6 eV
* relative energy (zero: lowest compared OMol25 entry of this formula, charge and spin): 57.9 kcal per mole
* energy: -789.0350 Ha
* structure (SMILES): CCC/C(=C/N)CC.O.O.O.O.O.O

```
41
Properties=species:S:1:pos:R:3:forces:R:3
C 1.4537 2.7569 -1.2855 0.03 -0.23 -0.19
C 0.4697 2.0145 -0.3912 -0.40 0.11 1.43
C 0.1252 0.5698 -0.8200 0.20 0.75 -0.02
C -1.0417 -0.0405 -0.0544 -0.08 1.55 0.92
C -2.1654 0.6926 -0.1837 -0.95 -0.46 -0.66
N -3.3453 0.6865 0.5765 0.69 -0.75 0.44
C -0.7040 -0.9628 1.1157 -1.12 -0.83 -2.01
C -1.9051 -1.8413 1.6261 1.70 1.29 -0.01
H 2.4048 2.9382 -0.7955 0.00 0.44 0.21
H 1.7344 2.1724 -2.1518 -0.30 -0.27 -0.31
H 1.0216 3.6612 -1.7034 0.17 0.28 0.22
H -0.4383 2.5921 -0.1975 -0.18 0.00 -0.81
H 0.8378 2.0021 0.6469 0.46 -0.31 -0.23
H -0.0761 0.6511 -1.8925 0.06 -0.45 -0.08
H 1.0456 0.0110 -0.6567 -0.10 -0.50 -0.34
H -2.2766 1.3791 -1.0152 0.47 0.21 -0.04
H -3.4891 -0.2147 0.9952 -0.47 0.10 0.35
H -4.1880 1.0546 0.1716 0.14 0.07 -0.29
H -0.1738 -0.4229 1.8782 -0.15 0.16 0.50
H -0.0209 -1.6985 0.7048 0.44 0.25 -0.03
H -2.7127 -1.7029 0.9267 -0.39 -0.51 0.05
H -2.1160 -1.5036 2.6359 -0.59 -0.34 0.09
H -1.5459 -2.8605 1.6151 -0.40 -0.25 0.24
H 2.0732 -1.2162 -2.5444 0.29 -0.31 -0.07
H 1.6241 -2.6232 -3.0434 0.23 -0.01 -0.10
O 1.8590 -2.1206 -2.2599 -0.38 0.02 0.10
H 1.2863 -3.1842 2.0951 -0.15 -0.05 -0.04
H 1.6379 -2.2286 3.1981 -0.09 0.09 0.06
O 0.8770 -2.5582 2.7038 0.55 -0.35 0.31
H -0.4468 -2.1357 -2.9559 0.26 0.67 0.47
H -1.5814 -1.2817 -2.1987 0.66 0.26 0.13
O -1.3546 -2.0886 -2.6631 -1.01 -0.89 -0.39
H 1.4402 0.1120 2.3582 0.01 0.03 0.12
H 2.3172 -0.2328 1.1905 0.01 -0.24 -0.27
O 2.3586 0.1313 2.0738 0.19 0.21 0.24
H 3.2140 0.3104 -1.4001 -0.01 0.31 -0.04
H 2.9345 0.9769 -2.7778 0.04 0.24 0.21
O 3.3409 0.2226 -2.3489 0.18 -0.49 -0.28
H -0.8128 2.3963 2.0284 -0.09 -0.57 -0.45
H -2.0686 1.3995 2.2607 0.34 0.13 -0.69
O -1.5925 2.1864 2.5384 -0.24 0.65 1.26
```
Forces are in eV/Å.

Here are the Löwdin charges for atoms 1 to 2, given in e: -0.086, -0.252